{"formula": "C39H54BrNO4PS2SiZn", "method": "ωB97M-V with the def2-TZVPD basis set", "species": ["H", "P", "C", "C", "H", "H", "C", "H", "C", "H", "Si", "Br", "H", "H", "C", "H", "H", "C", "H", "H", "C", "C", "C", "C", "H", "S", "H", "H", "O", "H", "H", "H", "C", "H", "C", "C", "C", "C", "H", "H", "H", "H", "H", "C", "H", "H", "C", "H", "H", "H", "H", "Zn", "H", "O", "C", "C", "C", "H", "H", "H", "H", "C", "C", "C", "H", "C", "O", "C", "C", "H", "S", "H", "C", "N", "C", "H", "C", "C", "H", "H", "C", "H", "C", "H", "C", "C", "H", "H", "H", "H", "H", "C", "C", "C", "H", "C", "H", "H", "H", "O", "C", "H", "H", "H"], "coordinates": [[5.651130, -3.449784, -1.571620], [-1.656084, 2.017970, -0.444147], [1.600076, 5.183057, -0.990366], [-2.983476, 0.282990, -2.110592], [0.281435, 1.138871, -2.480199], [5.629144, -1.152309, 3.278993], [3.379933, 1.421507, -1.765919], [-3.440865, -6.251771, 0.998614], [-4.591283, 4.472361, 0.837788], [2.027769, -0.343826, 2.824388], [3.487940, -0.761080, 0.139587], [1.234202, -0.657685, 0.002896], [6.064179, -1.428962, 1.591839], [-4.354882, -3.144955, 2.601460], [-4.678943, 0.343070, 1.275168], [-0.811756, 3.639353, -2.793893], [-3.841274, 0.482484, -1.481554], [3.907893, 2.020834, 0.561681], [4.174623, -3.261201, 1.875171], [2.509544, -2.733328, 2.208682], [5.624269, 0.896639, -0.844545], [-3.840322, 3.379519, -1.604466], [-3.044521, -5.371464, 0.489049], [5.407044, -2.677045, -0.834624], [-3.560792, 2.940547, -2.553924], [-0.511405, -1.978438, 3.224784], [3.334415, -4.226069, -1.536898], [3.286902, 0.893479, 2.748911], [-1.492046, 0.547153, 3.822352], [5.564870, -3.109431, 0.152509], [4.530042, -1.100238, -2.830951], [-7.261701, -0.778358, -0.610665], [-0.667256, 0.656609, -2.678228], [3.711795, 2.438157, -2.000617], [0.799161, 4.857764, -2.078539], [-5.431133, -1.833891, -0.227340], [3.951508, -2.225173, -1.038649], [-5.302428, 4.782987, -0.313817], [-4.279375, -4.906030, 2.780951], [0.351584, 2.978998, 1.268292], [-2.272885, -2.764611, 0.583107], [3.111916, -3.865789, 0.171993], [5.688477, 0.200867, 2.158414], [3.564040, -2.515979, 2.383345], [5.956611, 1.899621, -1.133707], [5.832525, 0.233082, -1.682932], [-6.296441, -0.757539, -0.117687], [-4.411868, 1.199528, 1.882746], [-3.187818, -3.245458, -0.856321], [3.378404, -0.392924, 3.944653], [0.089311, -0.485636, -4.325069], [-2.008784, -0.511318, 2.077600], [-2.959082, 3.340955, 1.664432], [-1.443869, 1.334232, 0.862334], [-4.181452, -1.812958, 0.393085], [3.917704, -1.077466, 1.977109], [-3.282029, -3.012645, 0.211079], [-1.975304, -5.282929, 0.749686], [-4.889683, 4.889428, 1.790594], [-5.490063, 4.471971, -2.427972], [2.301243, 1.457151, -1.613782], [-3.131024, 3.061067, -0.452160], [3.100252, -0.165969, 2.910586], [3.039785, -3.445663, -0.826588], [2.874144, 2.050613, 0.907094], [-0.172018, 3.878573, -1.952861], [-2.937189, -1.259554, 4.505731], [3.779736, -1.821461, -2.509855], [-3.765370, -0.712459, 1.146525], [3.895436, -2.712334, -3.135950], [-1.557991, -0.776669, 4.550301], [1.994498, -3.203166, -1.011058], [4.124966, 0.942378, -0.508754], [-3.809104, -4.203155, 0.869901], [-3.506391, 3.613932, 0.770190], [4.146929, 2.998681, 0.131585], [1.440078, 4.519970, 0.216165], [-4.927878, 4.237973, -1.533206], [3.740330, -2.623867, 3.457678], [2.789350, -1.405614, -2.702241], [-5.918236, 0.339757, 0.650219], [2.352387, 5.955267, -1.087137], [0.483584, 3.521339, 0.339806], [-4.020897, -1.151044, -3.305868], [-3.082542, -0.638207, -3.140927], [-0.329052, 3.205560, -0.743504], [-2.784640, -3.931860, 2.722996], [-3.121195, -5.534538, -0.588345], [4.553156, 1.878808, 1.427132], [6.121700, -1.863562, -0.962730], [2.062081, 4.775482, 1.062936], [-1.771055, 0.933611, -1.875553], [5.413746, -0.849359, 2.249394], [-0.773320, -0.263388, -3.709984], [-6.588830, 1.184586, 0.764762], [-1.980090, -0.908611, -3.940017], [-5.722690, -2.712097, -0.794845], [6.237911, 0.578286, -0.001369], [-2.058957, -1.631444, -4.742219], [-0.944593, -0.731516, 5.855665], [-3.802233, -4.039300, 2.319588], [3.581333, 0.803105, -2.637144], [-6.155767, 5.446745, -0.259365], [0.928816, 5.374243, -3.020826]], "forces_ev_per_angstrom": [[0.00, -0.01, -0.01], [0.07, -0.07, 0.07], [0.01, -0.01, 0.01], [0.09, -0.05, -0.02], [-0.02, 0.01, -0.03], [0.02, 0.00, 0.01], [-0.02, -0.01, 0.05], [0.00, 0.00, -0.01], [-0.01, 0.01, -0.01], [-0.03, -0.04, 0.00], [-0.10, -0.14, -0.22], [0.17, 0.09, 0.05], [0.01, -0.02, -0.01], [-0.01, 0.00, 0.01], [-0.02, 0.01, -0.12], [-0.01, -0.01, -0.03], [-0.07, -0.04, 0.09], [0.05, -0.03, 0.01], [0.05, -0.04, -0.04], [-0.03, -0.02, 0.00], [-0.04, 0.01, 0.00], [-0.02, 0.01, 0.01], [0.02, 0.00, 0.03], [-0.06, 0.02, 0.00], [0.01, 0.01, -0.02], [0.02, 0.10, -0.26], [0.01, -0.01, 0.00], [0.01, -0.03, 0.03], [-0.18, -0.19, -0.06], [0.00, -0.02, 0.05], [0.02, 0.06, -0.02], [-0.01, 0.00, 0.00], [0.01, -0.02, 0.05], [0.02, 0.03, -0.02], [0.00, 0.00, -0.01], [0.00, 0.01, -0.01], [0.03, -0.02, 0.05], [0.00, 0.01, 0.01], [-0.01, -0.01, 0.01], [-0.01, -0.01, 0.03], [0.00, -0.04, -0.01], [-0.01, -0.01, 0.07], [0.03, 0.05, -0.01], [-0.02, 0.03, -0.04], [0.01, 0.02, 0.00], [0.02, -0.03, -0.05], [0.00, 0.01, 0.02], [0.01, 0.05, 0.04], [0.00, 0.02, 0.00], [0.00, -0.02, 0.02], [0.01, 0.00, 0.00], [-0.04, 0.09, -0.29], [0.01, 0.00, 0.03], [0.08, 0.00, 0.04], [0.11, -0.01, -0.14], [-0.08, 0.04, 0.03], [-0.01, 0.01, -0.02], [0.01, 0.00, 0.01], [0.00, 0.00, 0.01], [0.00, 0.00, -0.01], [-0.01, 0.02, 0.05], [-0.01, -0.05, 0.05], [0.00, 0.04, 0.01], [0.01, 0.04, 0.00], [-0.02, 0.02, -0.03], [0.00, 0.01, 0.01], [0.15, -0.03, 0.21], [0.02, 0.04, 0.05], [0.06, 0.07, 0.07], [0.01, -0.01, -0.02], [-0.16, 0.17, 0.41], [-0.03, 0.00, -0.01], [0.00, -0.01, -0.02], [-0.04, -0.02, -0.04], [-0.02, -0.06, 0.00], [-0.01, 0.04, -0.02], [-0.01, 0.00, -0.02], [0.00, -0.01, -0.01], [-0.02, -0.01, 0.02], [-0.04, 0.00, -0.01], [0.00, 0.00, -0.02], [0.01, 0.02, 0.00], [0.01, 0.00, -0.03], [-0.01, -0.01, 0.00], [-0.02, -0.01, 0.00], [0.07, -0.04, -0.01], [-0.01, 0.01, 0.00], [0.01, 0.01, -0.01], [0.02, -0.01, 0.02], [0.03, 0.03, -0.01], [0.04, -0.01, 0.03], [-0.14, 0.06, -0.02], [-0.06, -0.01, 0.02], [0.01, 0.01, 0.01], [-0.01, 0.01, 0.00], [0.00, 0.00, -0.01], [0.00, -0.01, -0.01], [0.00, -0.01, 0.03], [-0.01, -0.01, 0.00], [0.09, -0.01, -0.05], [0.03, 0.00, 0.05], [-0.02, -0.05, -0.03], [-0.01, 0.01, 0.00], [-0.01, 0.00, -0.01]], "nbo_charge": [0.20, 1.99, -0.21, -0.19, 0.23, 0.21, -0.60, 0.19, -0.20, 0.26, 1.93, -0.35, 0.20, 0.22, -0.25, 0.21, 0.25, -0.61, 0.19, 0.24, -0.61, -0.13, -0.40, -0.61, 0.21, -0.83, 0.19, 0.20, -1.11, 0.21, 0.20, 0.20, -0.17, 0.20, -0.24, -0.25, -0.58, -0.20, 0.18, 0.26, 0.18, 0.22, 0.20, -0.61, 0.20, 0.20, -0.25, 0.20, 0.18, 0.21, 0.21, 1.54, 0.25, -1.13, 0.04, -0.60, -0.26, 0.16, 0.22, 0.21, 0.22, -0.44, -0.62, -0.61, 0.23, -0.13, -1.02, -0.60, -0.59, 0.20, 2.19, 0.23, -0.59, -0.45, -0.17, 0.20, -0.20, -0.24, 0.21, 0.22, -0.24, 0.21, -0.18, 0.21, -0.15, -0.44, 0.20, 0.18, 0.21, 0.21, 0.22, -0.45, -0.61, -0.23, 0.20, -0.21, 0.20, 0.21, 0.21, -0.98, -0.43, 0.21, 0.21, 0.21], "e_homo_ha": -0.16858, "orbital_gap_ev": 6.74, "total_charge": -1}